{
  "formula": "C37H37AsIrN7S2",
  "method": "ωB97M-V/def2-TZVPD",
  "symbols": ["Ir", "S", "N", "C", "C", "C", "C", "C", "N", "C", "C", "N", "C", "C", "C", "C", "C", "N", "H", "H", "H", "H", "H", "H", "C", "C", "C", "C", "C", "C", "C", "N", "C", "N", "C", "C", "C", "C", "C", "C", "C", "N", "C", "C", "C", "C", "C", "C", "C", "H", "H", "H", "H", "H", "H", "H", "H", "H", "H", "H", "H", "H", "H", "H", "H", "H", "H", "H", "H", "H", "H", "C", "As", "C", "C", "S", "H", "H", "H", "H", "H", "H", "H", "H", "H"],
  "xyz": [[0.179, -0.030, -1.706], [5.382, 5.359, -2.298], [5.572, 3.763, -2.270], [4.363, 3.235, -2.161], [4.058, 1.820, -2.098], [5.021, 0.807, -2.156], [4.611, -0.505, -2.075], [3.254, -0.788, -1.938], [2.332, 0.166, -1.881], [2.722, 1.457, -1.966], [1.665, 2.452, -1.912], [0.388, 2.001, -1.809], [-0.618, 2.877, -1.804], [-0.406, 4.247, -1.891], [0.883, 4.726, -1.977], [1.942, 3.816, -1.992], [3.335, 4.203, -2.103], [3.782, 5.449, -2.170], [6.065, 1.070, -2.267], [5.322, -1.317, -2.123], [2.896, -1.806, -1.878], [-1.617, 2.471, -1.745], [-1.256, 4.914, -1.890], [1.092, 5.787, -2.041], [-0.659, 1.884, 4.801], [-1.616, 0.738, 4.628], [-2.482, 0.362, 5.647], [-3.368, -0.695, 5.500], [-3.386, -1.424, 4.321], [-2.526, -1.082, 3.288], [-1.670, 0.006, 3.439], [-0.748, 0.390, 2.410], [-0.861, 0.241, 1.083], [-2.161, 0.112, 0.625], [-2.672, 0.019, -0.623], [-1.814, -0.083, -1.773], [-2.460, -0.133, -3.006], [-3.842, -0.090, -3.102], [-4.660, -0.001, -1.954], [-4.111, 0.054, -0.707], [-4.950, 0.161, 0.533], [0.174, 0.286, 0.282], [1.452, 0.500, 0.928], [1.872, 1.804, 1.157], [3.095, 2.033, 1.772], [3.878, 0.953, 2.153], [3.432, -0.346, 1.943], [2.207, -0.599, 1.335], [1.697, -1.999, 1.144], [-0.828, 2.382, 5.753], [-0.773, 2.633, 4.015], [0.383, 1.544, 4.804], [-2.462, 0.917, 6.576], [-4.030, -0.960, 6.312], [-4.044, -2.274, 4.212], [-2.490, -1.708, 2.404], [0.112, 0.814, 2.733], [-2.838, 0.209, 1.379], [-1.878, -0.209, -3.915], [-4.313, -0.129, -4.077], [-5.735, 0.029, -2.072], [-6.005, 0.158, 0.274], [-4.756, 1.091, 1.076], [-4.780, -0.674, 1.218], [1.238, 2.633, 0.863], [3.428, 3.045, 1.959], [4.833, 1.119, 2.634], [4.041, -1.180, 2.269], [2.465, -2.728, 1.397], [1.382, -2.158, 0.109], [0.834, -2.194, 1.788], [0.882, -4.905, -1.215], [-0.452, -3.961, -2.210], [-0.866, -4.996, -3.765], [-2.027, -3.738, -1.141], [0.301, -2.074, -2.941], [0.488, -5.900, -1.004], [1.105, -4.390, -0.286], [1.777, -4.990, -1.829], [-1.110, -6.012, -3.454], [0.002, -5.007, -4.420], [-1.713, -4.546, -4.278], [-2.566, -4.685, -1.114], [-2.649, -2.972, -1.601], [-1.742, -3.448, -0.131]],
  "forces_ev_per_a": [[-0.044, -0.077, -0.289], [0.001, 0.005, -0.001], [-0.005, -0.011, 0.000], [-0.008, -0.037, 0.010], [0.085, 0.055, 0.020], [0.007, -0.023, 0.008], [-0.018, 0.018, -0.010], [0.035, 0.006, 0.026], [-0.100, 0.014, -0.115], [-0.071, 0.002, 0.043], [-0.011, -0.026, -0.110], [-0.044, 0.095, 0.158], [0.023, 0.066, 0.014], [0.005, -0.033, 0.005], [-0.007, 0.006, 0.019], [0.065, 0.065, -0.042], [-0.049, -0.006, 0.001], [-0.008, -0.006, -0.007], [0.002, -0.001, 0.004], [0.000, -0.002, 0.006], [0.000, 0.003, -0.018], [0.001, -0.004, 0.026], [-0.001, 0.001, -0.002], [0.001, -0.001, -0.008], [0.004, 0.009, -0.012], [-0.123, 0.072, -0.037], [-0.022, -0.008, 0.021], [0.010, 0.005, -0.007], [-0.013, -0.001, 0.012], [0.082, -0.067, 0.074], [-0.055, 0.123, -0.070], [0.039, -0.090, 0.034], [-0.093, 0.162, -0.127], [-0.041, 0.035, 0.091], [0.023, -0.031, -0.016], [-0.099, 0.104, 0.126], [-0.048, -0.042, -0.001], [0.061, -0.006, -0.078], [-0.041, -0.001, 0.077], [0.030, -0.006, 0.014], [-0.046, 0.000, -0.035], [0.196, -0.208, 0.016], [-0.058, 0.047, -0.068], [0.001, 0.042, 0.025], [-0.017, 0.004, -0.014], [0.002, -0.024, 0.004], [0.006, 0.026, 0.007], [0.013, -0.030, -0.026], [0.001, 0.017, -0.001], [0.004, -0.008, 0.009], [0.004, -0.006, -0.004], [0.004, 0.002, -0.010], [0.000, -0.007, 0.008], [-0.002, -0.002, 0.003], [-0.009, 0.003, 0.006], [0.038, 0.011, -0.021], [0.106, -0.187, -0.037], [-0.036, -0.056, -0.013], [0.002, 0.004, -0.010], [0.009, 0.015, -0.007], [-0.002, -0.001, 0.015], [0.002, 0.000, 0.005], [0.003, 0.006, 0.001], [0.006, -0.005, 0.008], [0.001, 0.000, 0.005], [-0.002, 0.005, 0.001], [0.003, 0.000, 0.000], [0.002, -0.002, -0.001], [0.001, -0.002, -0.010], [0.011, -0.013, 0.000], [-0.003, -0.002, 0.003], [0.008, -0.007, -0.004], [-0.340, 0.039, -0.169], [-0.030, 0.004, 0.006], [-0.016, -0.026, 0.025], [0.550, -0.021, 0.408], [0.015, -0.002, 0.009], [0.002, 0.014, 0.007], [0.004, -0.003, 0.007], [-0.003, 0.002, -0.003], [-0.001, -0.001, 0.001], [0.008, 0.000, -0.012], [-0.002, 0.003, 0.037], [-0.012, -0.019, -0.002], [0.004, 0.021, -0.009]],
  "mulliken_charge": [1.362, 0.248, -0.651, 0.645, 0.518, -0.659, -1.101, -0.125, -0.324, 0.231, -0.656, -0.229, 0.022, -1.135, -0.688, 0.469, 0.760, -0.650, 0.596, 0.508, 0.427, 0.438, 0.514, 0.605, -1.488, 0.532, -0.768, -0.814, -1.065, -0.189, 0.557, 0.181, 0.213, 0.366, 1.923, -1.418, -0.269, -1.104, -0.773, 0.884, -1.587, 0.442, -0.550, -0.251, -1.313, -1.022, -1.088, 1.449, -1.007, 0.444, 0.322, 0.367, 0.438, 0.429, 0.469, 0.762, 0.150, 0.085, 0.654, 0.507, 0.485, 0.456, 0.449, 0.370, 0.559, 0.620, 0.525, 0.526, 0.555, -0.225, 0.397, -0.958, 0.814, -1.080, -0.850, -0.520, 0.473, 0.226, 0.387, 0.423, 0.413, 0.387, 0.529, 0.194, 0.249],
  "total_charge": 3,
  "e_lumo_ev": [-9.37, -10.96],
  "multiplicity": 2,
  "homo_lumo_gap_ev": [6.473, 4.808],
  "homo_energy_ev": [-15.85, -15.77],
  "mol_weight_g_mol": 911.03,
  "largest_force_ha_per_bohr": 0.0133
}